--- one ---
6
Properties=species:S:1:pos:R:3 method="wB97M-V/def2-TZVPD" smiles="N=C=O.N#N" homo_energy_ev=-11.05 lumo_ev=0.882 charge=0 mol_weight_g_mol=71.04 orbital_gap_ev=11.9
N 1.06263 0.75999 -0.15274
C 1.43726 -0.22242 0.45553
N -2.63058 0.28138 -0.26512
H 0.35498 0.74643 -0.86610
N -1.96713 -0.56938 -0.38746
O 1.74284 -0.99600 1.21589


--- two ---
6
Properties=species:S:1:pos:R:3 method="wB97M-V/def2-TZVPD" smiles=c1nnon1 homo_energy_ev=-11.87 lumo_ev=0.316 charge=0 mol_weight_g_mol=71.04 orbital_gap_ev=12.2
H 2.07582 0.12470 0.79367
O -1.10848 -0.02875 0.28421
N 0.72864 -0.18557 -0.88236
N -0.10484 0.42050 0.99562
N -0.48277 -0.42280 -0.88918
C 0.96746 0.23674 0.39401


Which of them is most stable, and which least? Most stable: one; least stable: two.


--- one ---
21
Properties=species:S:1:pos:R:3 method="wB97M-V/def2-TZVPD" smiles="C/C=C/CCC.O" homo_energy_ev=-8.48 lumo_ev=0.813 charge=0 mol_weight_g_mol=102.18 orbital_gap_ev=9.3
H 0.41861 2.06040 1.20499
H -3.74911 -0.17430 -0.14013
C 0.25370 0.15554 -0.69868
H 1.34138 -0.82183 0.77860
H -1.53089 -0.72798 0.31251
H 4.40314 -3.52088 -1.61925
H -1.77391 2.20560 -0.16688
C -2.01126 1.16530 -0.35980
C 1.31688 0.22470 0.48552
C 0.93433 1.18912 1.60517
H 2.19522 0.64539 0.00042
O 4.23172 -3.84831 -0.73175
C -1.15473 0.14720 -0.21405
H 3.56725 -4.54499 -0.79425
H 0.60362 -0.75340 -1.18903
H 0.36780 0.97901 -1.39910
H -3.89541 0.92400 -1.37427
H 1.84420 1.57586 2.05493
C -3.47940 0.86480 -0.36872
H 0.18094 0.79116 2.27920
H -4.06409 1.46362 0.33457


--- two ---
21
Properties=species:S:1:pos:R:3 method="wB97M-V/def2-TZVPD" smiles="C=CCCCO.C" homo_energy_ev=-9.25 lumo_ev=0.947 charge=0 mol_weight_g_mol=102.18 orbital_gap_ev=10.2
C 2.24478 2.09265 -0.84049
C -0.67055 -0.60428 -0.38137
H 1.34318 -1.54939 -0.59380
H 3.22616 2.01937 -0.37364
H -3.04204 -1.02626 3.35706
C -0.71784 -0.84883 1.12984
H 0.48741 0.69639 -2.50508
H 1.61761 2.84244 -0.35997
C 1.08174 -0.12035 -2.09348
O -2.13411 -1.07049 3.03446
H -2.77207 -1.49275 1.09700
H 2.08294 -0.21906 -2.50749
C 0.66987 -0.81494 -1.03777
H -1.38843 -1.28167 -0.86410
H -0.31748 -1.84181 1.36930
H 2.35975 2.33841 -1.90395
H -1.02016 0.41588 -0.59790
C -2.14488 -0.77461 1.65170
H -2.55741 0.23071 1.46263
H -0.10401 -0.11943 1.67358
H 1.75557 1.12804 -0.71655


Which of them is most stable, and which least? Most stable: two; least stable: one.


--- one ---
21
Properties=species:S:1:pos:R:3 method="wB97M-V/def2-TZVPD" smiles=CC(C)C[C@@H](C)O homo_energy_ev=-9.74 lumo_ev=0.961 charge=0 mol_weight_g_mol=102.18 orbital_gap_ev=10.7
C -0.32739 0.41554 1.17290
H -1.05989 1.14820 1.47517
H -0.43641 -1.57465 -2.51019
H -1.23755 -0.07998 -2.97273
C 0.21582 0.12482 -1.38926
H -0.53177 -0.48210 3.27211
H 0.21082 -1.69589 2.20375
H 1.80110 0.06910 1.17971
H 0.38620 -0.40149 -3.51373
H 1.35640 1.74956 0.89837
C -0.57425 -0.90588 2.26500
O 0.40247 1.49862 -1.57574
H -1.54405 -1.42551 2.13359
C 1.08595 0.85229 1.44959
H -1.72483 0.01780 -0.49829
H 1.17306 -0.31707 -1.10428
H 1.21400 1.04460 2.51689
H 0.98815 1.51451 -2.33944
H -0.41211 -1.01086 0.28729
C -0.28680 -0.50999 -2.65742
C -0.66901 -0.05762 -0.22339


--- two ---
21
Properties=species:S:1:pos:R:3 method="wB97M-V/def2-TZVPD" smiles=CC(C)C[C@@H](C)O homo_energy_ev=-10.19 lumo_ev=0.973 charge=0 mol_weight_g_mol=102.18 orbital_gap_ev=11.2
H -1.86176 0.68453 2.20633
H -1.78326 0.16065 -1.84176
H 0.43159 0.87720 1.35286
C 0.16230 0.52711 0.34013
C -2.20238 0.49558 1.17032
H -2.48956 -1.34500 -1.26057
C -1.15374 -0.30371 0.31921
H -0.80576 -1.31001 -1.71749
H -3.14193 -0.05566 1.23652
H 2.87428 0.94036 0.77192
H -2.40044 1.47856 0.70976
C 2.61720 0.65060 -0.24886
H 3.47037 0.10677 -0.67748
H -1.01027 -1.34287 0.66107
H 2.44294 1.54683 -0.84602
H 2.36899 -1.78706 0.21363
C 1.36721 -0.20144 -0.23018
O 1.58215 -1.35441 0.56672
C -1.58410 -0.70231 -1.19284
H -0.02980 1.42433 -0.26678
H 1.14597 -0.49006 -1.26650


Which of them is most stable, and which least? Most stable: two; least stable: one.


--- one ---
21
Properties=species:S:1:pos:R:3 method="wB97M-V/def2-TZVPD" smiles=CCCCCOC homo_energy_ev=-9.60 lumo_ev=1.127 charge=0 mol_weight_g_mol=102.18 orbital_gap_ev=10.7
H -1.46510 1.01339 -0.85313
C 0.88637 -0.19467 -0.40595
H 0.27646 -0.64907 -1.20122
H 2.52492 -0.78472 0.86842
H 1.95055 -2.48958 -1.62850
H 1.25283 -1.98806 0.72784
H 3.22418 -1.26620 -1.52288
H -0.63125 -0.39495 1.11694
C 1.83479 -1.25365 0.15446
H 1.47187 0.60108 -0.89019
C -0.04238 0.40511 0.64856
C -1.00476 1.42869 0.05635
H 3.30538 -2.71955 -0.51318
H -3.36230 0.30512 0.43239
O -2.00635 1.79621 0.98746
H -3.64663 1.91311 -0.29769
H 0.54075 0.87365 1.45238
H -3.97190 1.64730 1.43561
C 2.62539 -1.97245 -0.93585
H -0.46281 2.33691 -0.24303
C -3.30003 1.39233 0.61122


--- two ---
21
Properties=species:S:1:pos:R:3 method="wB97M-V/def2-TZVPD" smiles="C=CCCCC.O" homo_energy_ev=-8.81 lumo_ev=0.734 charge=0 mol_weight_g_mol=102.18 orbital_gap_ev=9.5
H -0.49077 -1.16622 -2.19863
C -0.76751 0.55636 -0.99034
C 1.98966 1.01925 0.28303
H 0.94770 -0.34367 1.63117
H 1.58915 3.11606 1.33686
C -1.05572 -0.74028 -1.36672
H 2.84230 3.11968 -0.03165
H 1.96334 0.76342 -0.75881
H 0.83705 1.27339 1.94073
C 0.87254 0.63273 1.08538
H -0.57342 2.15113 0.55814
C 1.88735 2.69746 0.27288
H 3.06767 0.79249 0.45187
H -3.04909 -5.68396 0.31749
O -2.99684 -6.61283 -0.08908
H -3.49154 -6.54122 -0.90635
H -1.81164 -1.29221 -0.81076
H 0.92550 3.09799 -0.40833
H -0.54031 1.26268 -1.84743
H -1.53331 0.88416 1.07994
C -0.61211 1.01357 0.45062


--- three ---
21
Properties=species:S:1:pos:R:3 method="wB97M-V/def2-TZVPD" homo_energy_ev=-7.52 lumo_ev=-1.699 charge=0 mol_weight_g_mol=102.18 orbital_gap_ev=5.8
H -0.98857 -1.92582 0.68013
H 0.36900 -0.02620 1.75691
C -1.38257 0.15886 0.67372
H 0.41306 1.22613 -1.15141
H -0.05626 1.68598 1.57758
H -2.13154 0.86957 1.00912
H 2.49116 -0.30447 0.78073
O -0.36852 1.00406 -2.56403
C -1.72318 -1.29609 1.07713
H 0.89938 -1.92685 -0.23789
C 2.14861 -0.18708 -0.26809
C 1.05070 -0.97697 -0.73564
C -0.03381 0.72279 1.04753
H -1.79389 -1.38806 2.17628
H 3.03233 0.00763 -0.95382
C 1.01523 0.87035 -0.23962
H 1.52176 1.85740 -0.01557
H -0.82739 1.70579 -3.02937
H -2.75251 -1.58384 0.66594
H -1.51548 0.34126 -0.45447
H 0.63251 -0.83447 -1.79515


Which of them is most stable, and which least? Most stable: one; least stable: three.


--- one ---
21
Properties=species:S:1:pos:R:3 method="wB97M-V/def2-TZVPD" smiles="C=CCCCC.O" homo_energy_ev=-9.54 lumo_ev=0.914 charge=0 mol_weight_g_mol=102.18 orbital_gap_ev=10.5
H 1.17836 -2.10635 -2.08291
H 0.03647 -0.55642 2.43721
H 2.69036 -2.45385 -1.25066
H -1.27160 0.71262 -2.22575
C 0.27366 0.90188 0.88926
H -2.12349 -0.18604 3.01279
H -2.44612 -0.16367 1.27648
C 1.83013 -1.79271 -1.27696
O -0.90998 0.91890 -3.08842
H 1.26150 1.30051 1.09419
H -0.57468 -0.88844 -0.06031
H 2.31829 -0.82437 0.47277
H -0.27679 1.60646 -2.85497
H -0.23270 1.12026 2.93194
C -1.97807 0.38939 2.09168
C -0.43367 0.36829 2.15248
H 0.05804 0.18352 -1.19256
C 0.28360 -0.21070 -0.19702
H -0.36459 1.69963 0.46809
C 1.56156 -0.98806 -0.26918
H -2.47036 1.36784 2.13791


--- two ---
21
Properties=species:S:1:pos:R:3 method="wB97M-V/def2-TZVPD" homo_energy_ev="-10.32 / -7.86" lumo_ev="0.627 / 0.978" charge=0 mol_weight_g_mol=102.18 orbital_gap_ev="10.9 / 8.8"
H 1.26520 -0.83279 4.09476
H 0.02577 1.05019 1.18194
H 0.62905 -0.09097 -2.91221
H 1.19479 -1.40196 1.47813
H -1.89436 0.50771 -1.29958
O -1.06711 0.78629 -3.74667
H -0.41573 1.47095 -1.30279
C -0.80432 0.45010 -1.40648
H -0.82975 -1.10164 -2.89681
H -0.81323 0.47405 -4.62710
C -0.36918 0.03004 1.09098
C -0.19951 -0.45683 -0.34363
C -0.46749 -0.06448 -2.79506
H -1.43207 0.08403 1.36045
H 3.69850 4.23787 1.82725
C 0.99057 -0.25473 3.21746
C 0.37598 -0.90227 2.05934
H -0.62117 -1.46877 -0.43321
H 1.22035 0.80602 3.21495
H 0.87922 -0.55611 -0.53518
H -0.25127 -1.75079 2.37536


--- three ---
21
Properties=species:S:1:pos:R:3 method="wB97M-V/def2-TZVPD" smiles=CCCCCCO homo_energy_ev=-10.27 lumo_ev=0.981 charge=0 mol_weight_g_mol=102.18 orbital_gap_ev=11.2
H 0.74780 -0.91164 -1.22422
C 2.17754 1.14341 -2.31338
O -1.75712 -0.21365 2.89922
H -0.43034 0.35752 -1.47970
C 0.41935 0.05518 -0.84023
H 3.16597 1.59794 -2.35705
C -1.80703 -1.32475 2.00041
H 1.07911 2.05097 -0.67727
H -0.46270 0.92725 0.89886
H -1.08733 -2.05025 2.39283
H -2.18129 -0.46694 0.00879
C -0.15063 -0.06546 0.56672
H 2.29775 0.86141 -0.20876
H 2.29425 0.14076 -2.72127
H -2.65785 0.12167 3.05259
C -1.38592 -0.94430 0.60038
H 0.59862 -0.38700 1.30089
C 1.53050 1.09674 -0.94147
H 1.56855 1.68175 -3.03884
H -1.18476 -1.85844 0.03969
H -2.77448 -1.81218 2.04179


Which of them is most stable, and which least? Most stable: three; least stable: two.